(1)
Computed, not measured: an isolated molecule of C20H26N4O6 at a distorted geometry, with ωB97M-V with the def2-TZVPD basis set.

```
56
Properties=species:S:1:pos:R:3:forces:R:3
C -2.985283 -4.241949 -1.341280 0.018 0.354 0.258
C -2.307565 -3.277119 -0.379648 0.371 -0.291 -0.325
O -3.236305 -2.339308 0.159809 -0.217 0.174 0.118
C -3.468260 -1.241429 -0.576265 -0.322 -0.115 0.103
O -2.921643 -0.994031 -1.627683 0.323 0.017 -0.348
N -4.441281 -0.450014 -0.032199 -0.160 -0.138 -0.069
C -4.614892 0.855024 -0.632573 0.074 -0.050 -0.239
C -3.530465 1.820136 -0.079970 0.001 0.082 -0.197
N -2.928114 1.218341 1.087455 -0.274 0.155 0.256
C -1.695480 0.640919 1.162743 0.207 0.277 -0.333
O -1.387522 -0.044981 2.117956 0.144 -0.302 0.215
C -0.697243 0.953490 0.053864 0.171 -0.167 0.309
C 0.490323 -0.007135 0.158680 -0.077 0.042 -0.245
C 1.537079 0.335666 -0.899879 -0.110 -0.442 0.148
N 1.955496 1.710269 -0.760033 -0.222 0.004 -0.142
C 3.184842 2.126280 -0.400404 0.176 -0.088 -0.087
O 3.483087 3.298598 -0.268022 0.175 0.208 0.082
C 4.216204 1.055397 -0.173039 0.291 0.058 0.157
C 5.202549 0.835831 -1.130207 -0.215 0.017 0.173
C 6.210180 -0.077682 -0.891425 0.186 -0.245 0.141
C 6.231424 -0.762829 0.317649 -0.964 0.884 -0.231
N 7.279751 -1.719981 0.570303 0.398 -0.379 0.093
O 8.103419 -1.895971 -0.301946 0.212 -0.067 -0.168
O 7.272352 -2.294123 1.638236 0.040 -0.151 0.231
C 5.263253 -0.539353 1.289661 0.276 -0.211 -0.027
C 4.257297 0.372835 1.040569 0.005 0.094 -0.267
C 0.876574 2.666466 -0.881741 -0.081 0.444 0.227
C -0.184678 2.393471 0.183971 -0.019 -0.063 -0.309
C -3.935790 0.756958 2.024430 0.069 -0.034 0.257
C -4.691790 -0.442912 1.394827 -0.011 -0.126 0.226
H -2.265642 -4.979437 -1.684808 0.065 -0.105 -0.055
H -3.370855 -3.697539 -2.199878 -0.015 -0.003 -0.088
H -3.808535 -4.750661 -0.845894 -0.056 -0.094 0.022
H -1.509269 -2.731780 -0.893868 -0.078 -0.107 0.161
H -1.901191 -3.800218 0.488290 -0.019 0.095 -0.096
H -4.524043 0.750505 -1.713356 -0.090 0.103 0.114
H -5.619645 1.202556 -0.385264 0.032 -0.001 -0.018
H -3.983602 2.773487 0.213862 0.063 -0.034 -0.089
H -2.781361 2.016319 -0.840987 -0.007 0.017 0.044
H -1.170163 0.802470 -0.921785 -0.009 0.052 0.023
H 0.923492 0.067794 1.156921 0.019 -0.047 0.001
H 0.149133 -1.033510 0.021420 0.011 -0.046 0.036
H 1.099375 0.207904 -1.898054 0.084 -0.041 0.012
H 2.401112 -0.324586 -0.815508 -0.134 0.056 -0.088
H 5.175558 1.386294 -2.057904 0.026 0.055 -0.090
H 6.983173 -0.268458 -1.620012 0.010 -0.001 -0.017
H 5.314739 -1.081819 2.221263 0.000 -0.002 0.021
H 3.502895 0.561932 1.788918 -0.081 0.007 0.091
H 0.436565 2.581535 -1.882012 0.020 0.023 0.017
H 1.304127 3.663407 -0.759905 -0.095 -0.132 -0.102
H 0.259532 2.522585 1.173172 -0.008 0.051 0.049
H -0.996252 3.114716 0.083315 -0.022 0.043 0.027
H -4.614495 1.587717 2.230727 0.020 -0.014 0.008
H -3.434277 0.458197 2.944252 -0.159 0.079 -0.066
H -4.339165 -1.384638 1.809629 -0.105 0.134 0.023
H -5.768723 -0.355620 1.563648 0.065 -0.033 0.052
```
Forces are in eV/Å.

The calculation puts the HOMO energy at -0.3446 Ha. The calculated total energy is -1448.16070 a.u. Its structure (SMILES) is CCOC(=O)N1CCN(C(=O)C2CCN(C(=O)c3ccc([N+](=O)[O-])cc3)CC2)CC1. The value obtained for the orbital gap is 8.836 eV.

***

(2)
Computed, not measured: a structure of composition C20H27As2AuNO13 at a distorted geometry, with ωB97M-V with the def2-TZVPD basis set.

```
64
Properties=species:S:1:pos:R:3:forces:R:3
Au 0.611454 0.997091 -1.072403 -0.456 0.236 -0.548
O -0.089616 2.652120 0.645023 0.386 0.079 0.011
C -1.089929 3.534489 0.172236 -0.160 0.206 -0.260
C -0.703265 4.254195 -1.126835 0.146 0.100 0.754
N -0.801067 3.480788 -2.350973 0.586 0.447 -0.358
C 0.159634 3.700222 -3.334890 -0.328 -0.026 -0.408
C 1.599115 2.853537 -3.114431 -0.316 0.299 -1.313
O 2.213508 2.719033 -4.123372 0.005 0.064 0.009
O 1.782294 2.568363 -1.917656 0.139 -0.757 1.661
C -2.022065 2.850248 -2.720755 -0.904 -0.868 -0.404
C -2.012561 1.276093 -2.928813 -0.104 1.288 -0.641
O -2.621756 0.832900 -3.865301 -0.193 -0.034 -0.090
O -1.437857 0.582897 -2.024389 0.921 -0.649 0.928
H 0.672090 3.164184 0.950070 -0.075 -0.070 0.119
H -1.297964 4.284907 0.941604 -0.088 -0.056 -0.157
H -1.982593 2.923483 0.031106 0.019 0.112 0.104
H 0.333546 4.588508 -1.038645 -0.133 0.092 -0.048
H -1.346796 5.140606 -1.209939 0.025 -0.074 -0.180
H 0.535089 4.726690 -3.344381 0.075 -0.055 0.136
H -0.185291 3.401642 -4.322996 -0.037 0.028 0.111
H -2.391548 3.245226 -3.671114 0.111 0.090 0.136
H -2.778819 3.022069 -1.953899 0.060 0.091 -0.023
C -3.090544 0.354372 0.823182 -0.146 -0.436 -0.254
O -2.386542 1.136510 1.765042 -0.079 0.457 0.032
C -1.263797 0.756308 2.365716 0.332 0.155 0.543
O -0.821889 1.441974 3.250610 -0.277 -0.117 -0.200
C -0.483814 -0.485202 1.983543 0.244 0.148 -0.063
C 0.231070 -1.059053 2.957440 0.128 0.177 -0.605
As 2.038001 -1.918335 2.865097 -0.101 -0.580 0.355
C 2.902431 -0.252647 2.273090 0.043 0.226 -0.100
C 2.038257 -2.613493 0.989582 -0.361 0.516 -0.172
C 1.451133 -2.018537 -0.051560 -0.023 0.140 0.311
As -0.149403 -0.910673 0.112549 0.069 -1.360 1.022
C -1.516737 -2.305948 -0.183495 -0.317 0.186 -0.425
C 2.242590 -1.756325 -1.311072 0.612 -0.052 0.265
O 3.408931 -1.496072 -1.173693 -0.184 -0.052 -0.254
O 1.673570 -1.672817 -2.508186 0.321 0.191 -0.216
C 0.391170 -2.206100 -2.784687 -0.558 -0.228 -0.154
C 3.322088 -3.378691 0.931921 0.318 0.408 0.622
O 4.111502 -3.118023 1.815289 -0.077 -0.084 -0.499
O 3.572048 -4.321137 0.059494 0.484 -0.327 -0.021
C 2.637078 -4.766110 -0.902340 -0.370 -0.240 -0.337
C 0.159804 -0.638978 4.394354 0.807 0.113 0.025
O 1.217979 -0.290964 4.867529 -0.449 0.040 -0.001
O -0.916328 -0.764754 5.128635 -0.036 0.161 0.594
C -2.114457 -1.327242 4.633381 -0.463 -0.272 -0.141
H -3.992605 0.925833 0.603087 0.090 -0.128 -0.089
H -3.388735 -0.606422 1.254757 0.027 0.133 -0.066
H -2.511176 0.212246 -0.101412 -0.314 0.074 0.198
H 2.946683 0.427864 3.120269 -0.082 -0.062 0.046
H 2.344387 0.215761 1.451870 0.050 -0.101 0.133
H 3.912830 -0.476962 1.935901 -0.051 -0.127 -0.020
H -1.010772 -3.276274 -0.121139 0.048 0.360 -0.041
H -2.005348 -2.191846 -1.155122 0.088 -0.007 0.190
H -2.265323 -2.253992 0.610837 0.275 0.130 -0.144
H 0.428241 -2.546478 -3.820002 -0.073 0.027 0.128
H -0.377131 -1.423908 -2.695427 0.167 -0.234 -0.049
H 0.164602 -3.063442 -2.140728 0.051 0.129 -0.094
H 2.630160 -4.104318 -1.769836 0.029 -0.078 0.005
H 1.631587 -4.856332 -0.480107 0.127 -0.004 -0.040
H 2.988115 -5.747961 -1.216128 -0.083 0.096 0.021
H -2.688884 -0.591733 4.064748 0.037 -0.014 0.054
H -2.684787 -1.616723 5.515712 0.035 0.026 -0.156
H -1.921589 -2.212664 4.022054 -0.019 0.068 0.054
```
Forces are in eV/Å.

The calculation puts the HOMO energy (spin up / spin down) at -0.4389 / -0.4412 Ha. As for the spin multiplicity: 3. Its charge is +1. The calculated total energy is -6417.96258 a.u. The value obtained for the orbital gap (spin up / spin down) is 8.082 / 5.208 eV. The expectation value of S² is 2.014.

***

(3)
Computed, not measured: a structure of composition C20H27BaN2O3PS at a distorted geometry, with ωB97M-V with the def2-TZVPD basis set.

```
55
Properties=species:S:1:pos:R:3:forces:R:3
C 1.189586 2.051424 -3.654941 0.231 0.082 -0.670
C 1.149605 2.685042 -2.424028 0.399 1.073 0.198
C 0.746161 2.015209 -1.274353 1.204 1.990 -2.022
C 0.461003 0.733323 -1.524003 -2.582 -0.714 1.394
C 0.390565 0.021140 -2.658989 0.512 0.633 -2.397
C 0.796976 0.721800 -3.786881 0.050 -0.434 -0.818
C 0.618829 2.772735 0.018783 -0.036 -0.037 0.637
C -0.621426 2.404152 0.860862 -0.232 1.082 -0.071
N -1.786523 3.226345 0.601124 -0.315 0.536 0.105
Ba -0.052587 -0.542842 0.294601 5.662 0.553 0.726
C -0.208877 -1.381369 -2.775976 -0.394 -0.609 0.087
P -1.701880 -1.494291 -1.660664 1.032 1.142 0.193
H 1.407387 3.733640 -2.324664 0.109 0.212 -0.387
H 0.772682 0.228156 -4.756576 0.098 0.261 -0.160
H 1.517591 2.608005 -4.542622 -0.190 -0.241 0.407
H 0.511760 -2.177033 -2.476361 -0.384 0.353 -0.177
H -0.548019 -1.601906 -3.804832 0.412 0.120 0.249
H 1.492168 2.607015 0.680135 -0.275 0.002 -0.541
H 0.576870 3.851664 -0.209596 -0.073 -0.378 0.204
H -0.923606 1.373976 0.698999 -0.468 0.514 0.065
C -2.270668 -3.137300 -1.574192 -0.937 -1.577 -0.690
C -2.904709 -0.402907 -2.336620 -1.297 0.188 -0.983
H -0.373930 2.478120 1.920958 -0.025 0.006 -0.084
C -2.434204 2.989664 -0.682019 0.079 0.075 0.226
C -2.734498 3.207787 1.711141 0.318 -0.027 -0.224
H -0.598334 -2.021446 1.517686 -4.270 1.152 3.592
H -3.253901 3.710692 -0.815481 0.241 -0.197 0.035
H -1.720392 3.120358 -1.502189 -0.096 -0.057 0.142
H -2.867424 1.968600 -0.758162 0.096 0.156 0.078
H -3.532072 3.933166 1.526144 0.084 -0.102 0.030
H -3.196106 2.213878 1.859231 -0.021 0.025 0.009
H -2.210666 3.483863 2.634102 -0.173 -0.055 -0.178
H -3.216726 -0.822877 -3.293845 -0.439 0.368 -0.251
H -3.770297 -0.335268 -1.655361 0.286 -0.065 -0.337
H -2.507669 0.612255 -2.482969 0.081 -0.490 0.052
H -2.572991 -3.420832 -2.579051 -0.256 -0.747 -0.067
H -1.495358 -3.825827 -1.202885 -0.211 0.319 -0.190
H -3.132668 -3.191800 -0.892238 0.242 -0.019 -0.277
H -1.184165 -1.333982 1.775279 0.492 -5.201 1.499
O 0.808906 0.640227 3.134670 0.781 -0.482 -1.113
C 1.699771 0.006429 2.526906 0.094 -0.441 0.380
N 2.160283 0.329565 1.286595 1.889 0.609 -0.628
S 3.451601 -0.741955 0.596290 -2.907 -0.223 1.451
O 2.868078 -1.916703 -0.156317 0.202 1.439 -2.029
O 4.636646 -0.934723 1.483950 1.872 1.001 -0.697
C 2.986670 -1.920673 2.023275 -0.948 -2.054 3.007
C 3.358015 -3.245923 2.118856 0.165 -0.498 0.492
C 2.860550 -3.986672 3.183856 -0.057 -0.113 -0.054
C 1.975841 -3.424525 4.111844 -0.107 -0.203 0.241
C 1.589611 -2.106822 3.989300 0.357 0.156 -0.274
C 2.137362 -1.358460 2.936506 -0.515 0.529 0.361
H 4.028604 -3.703446 1.412180 0.106 0.019 -0.143
H 3.154343 -5.032860 3.296296 -0.075 0.316 -0.099
H 1.579209 -4.025360 4.927175 0.126 0.043 -0.162
H 0.893020 -1.640427 4.679071 0.062 0.008 -0.138
```
Forces are in eV/Å.

The calculation puts the HOMO energy (spin up / spin down) at -0.2257 / -0.2259 Ha. The calculated total energy is -1878.08521 a.u. The value obtained for the orbital gap (spin up / spin down) is 4.400 / 4.924 eV.

***

(4)
Computed, not measured: a structure of composition C20H27CuN2O3PS at a distorted geometry, with ωB97M-V with the def2-TZVPD basis set.

```
55
Properties=species:S:1:pos:R:3:forces:R:3
C 2.493021 -3.722881 -2.077289 -0.195 -0.184 0.041
C 3.184808 -2.708489 -1.435839 -0.067 0.688 0.361
C 2.502134 -1.654313 -0.804057 0.731 -0.593 -0.256
C 1.121340 -1.657045 -0.847340 -0.474 0.153 0.246
C 0.406337 -2.688701 -1.439964 0.261 -0.736 -0.545
C 1.103968 -3.745231 -2.061983 -0.594 0.537 0.208
C 3.276810 -0.569073 -0.081220 -0.107 -0.183 0.180
C 3.084028 0.868647 -0.577575 -0.149 0.356 -0.468
N 1.737239 1.205271 -1.107843 -0.386 0.209 0.157
Cu 0.241200 -0.024962 -0.234350 0.040 -0.381 0.422
C -1.107997 -2.581835 -1.468059 0.047 0.304 0.432
P -1.430638 -0.758542 -1.577866 0.605 -1.413 -2.249
H 4.269741 -2.686681 -1.405235 -0.018 -0.193 -0.149
H 0.525258 -4.538559 -2.538386 0.324 0.089 0.048
H 3.037204 -4.504907 -2.583708 0.065 -0.130 -0.026
H -1.570179 -2.923919 -0.528890 0.205 -0.129 -0.193
H -1.574258 -3.112046 -2.311208 0.100 0.104 0.261
H 3.000104 -0.578283 0.985780 0.110 -0.160 -0.448
H 4.344861 -0.794901 -0.168335 -0.099 0.025 0.148
H 3.269626 1.547314 0.261747 0.064 -0.156 -0.199
C -3.215425 -0.608377 -1.366838 -0.335 0.353 0.270
C -1.292501 -0.633045 -3.403028 -0.180 0.193 -0.333
H 3.808528 1.096665 -1.376094 0.002 0.015 0.175
C 1.624163 0.944257 -2.555913 0.278 0.246 0.169
C 1.397056 2.612579 -0.822313 0.400 -0.184 -0.189
H -1.336966 -0.283686 0.520526 -0.309 1.070 0.268
H 2.338844 1.584016 -3.100416 -0.116 -0.120 -0.030
H 1.841166 -0.108781 -2.770615 -0.066 0.317 0.061
H 0.605204 1.182750 -2.887568 0.325 -0.045 0.076
H 2.025275 3.267147 -1.447960 -0.145 0.152 0.204
H 0.342135 2.794180 -1.048726 0.158 0.026 -0.021
H 1.582790 2.816380 0.237720 -0.145 -0.012 -0.254
H -2.029343 -1.302528 -3.867316 0.136 0.182 0.052
H -1.498272 0.395346 -3.721359 0.042 -0.170 -0.062
H -0.295782 -0.920848 -3.756376 -0.177 0.070 0.219
H -3.750123 -1.198932 -2.119153 0.160 0.055 0.158
H -3.501652 -0.939027 -0.363736 -0.038 0.123 -0.138
H -3.485402 0.447321 -1.486837 -0.110 -0.190 0.097
H -1.294703 0.489003 0.772688 -0.412 -1.080 0.033
O -2.693639 -0.071244 4.212126 -0.009 0.018 0.025
S -1.934630 1.084369 3.832422 2.510 -0.274 -1.351
O -2.605726 2.344988 3.725149 -0.062 0.093 0.128
N -1.029185 0.789625 2.446356 -0.760 0.554 1.418
C 0.282268 0.676529 2.626595 -0.982 -0.153 -0.682
O 1.071626 0.361485 1.681699 -0.117 0.393 0.719
C 0.694236 0.960037 4.033262 0.602 0.001 -0.042
C 1.984123 1.026656 4.584804 -0.656 -0.221 -0.908
C 2.106459 1.329629 5.929506 -0.313 0.026 0.044
C 0.952267 1.559840 6.692642 -0.002 -0.002 -0.022
C -0.323792 1.501083 6.139421 0.099 -0.110 -0.356
C -0.425893 1.204685 4.791352 -0.248 0.241 1.278
H 2.822279 0.834467 3.908298 -0.141 0.082 0.452
H 3.091083 1.385161 6.383975 -0.181 0.022 0.021
H 1.048568 1.792763 7.738655 0.089 0.048 0.235
H -1.242789 1.669197 6.687504 0.241 0.076 0.311
```
Forces are in eV/Å.

The calculation puts the HOMO energy (spin up / spin down) at -0.2823 / -0.2950 Ha. As for the spin multiplicity: 2. The calculated total energy is -3493.44333 a.u. The value obtained for the orbital gap (spin up / spin down) is 8.141 / 7.223 eV. The expectation value of S² is 0.757.

***

Which of these has the highest calculated total energy?
C20H26N4O6

***

What is the formula in the second record?
C20H27As2AuNO13

***

What is the calculated total energy in the third record?
-1878.08521 a.u.